Computed, not measured: C5H8O as an isolated structure, with the ωB97M-V functional and the def2-TZVPD basis.

Output
HOMO energy: -9.178 eV
Multiplicity: 1
Frontier orbital gap: 0.3239 hartree
ΔE to the lowest compared entry with this formula, charge and spin: 579.94 kJ/mol

The geometry in XYZ format:
```
14
Properties=species:S:1:pos:R:3:forces:R:3:mulliken_charge:R:1
C 0.524963 -1.774624 1.155334 0.2 0.0 0.0 -0.5752
C 1.850659 -1.700628 1.211920 -0.2 0.0 0.0 -0.3812
C -1.634640 0.479177 -1.056826 0.3 0.3 0.1 -0.3599
C -0.282129 0.898995 -1.546391 -0.1 -0.3 -0.2 -0.0539
O -0.192782 2.083067 -0.737189 0.1 0.1 0.0 -0.3899
C -1.487429 1.724210 -0.235076 -0.3 -0.1 0.1 -0.1460
H 0.015247 -2.476971 0.500021 0.1 0.1 0.1 0.2660
H -0.108417 -1.143368 1.775085 0.1 -0.1 -0.1 0.2236
H 2.357490 -1.004764 1.876325 -0.1 -0.1 -0.1 0.2269
H 2.486459 -2.341505 0.605357 -0.1 0.1 0.1 0.2361
H 0.480472 0.144190 -1.293116 -0.1 0.1 0.0 0.1913
H -0.230335 1.100048 -2.627120 0.0 -0.1 0.1 0.2687
H -1.510196 1.550734 0.851443 0.0 0.0 -0.1 0.2349
H -2.269363 2.461438 -0.479768 0.1 -0.1 0.0 0.2587
```
Positions in Å, forces in eV/Å.